# 1
77
Properties=species:S:1:pos:R:3 method="wB97M-V/def2-TZVPD" orbital_gap_ev=6.298 lumo_energy_ev=0.08 largest_force_ev_per_a=19.35 energy_ev=-38748.5959
Na -15.1501 0.7941 -4.1066
Na -15.9006 -0.2520 -6.4065
Sn -18.2317 -0.2276 -4.1136
B -16.0374 -0.6878 -4.5632
H -16.8145 -1.3997 -4.7945
H -15.8266 -0.6942 -3.5050
H -15.1253 -0.8524 -5.1158
H -16.4504 0.2472 -4.9088
B -15.2154 1.4920 -6.0318
H -15.0528 2.5587 -6.0296
H -14.4311 0.9380 -5.5397
H -16.1866 1.3699 -5.5777
H -15.3179 1.1330 -7.0441
B -17.6807 0.5498 -6.2157
H -17.3878 -0.4334 -5.8813
H -16.8444 0.9208 -6.7878
H -18.5829 0.4601 -6.8008
H -17.7821 1.2053 -5.3647
B -17.0614 1.7495 -3.8464
H -16.7937 0.8003 -3.4086
H -18.0395 1.7313 -4.3017
H -17.0996 2.4684 -3.0427
H -16.3259 2.0352 -4.5823
C -12.7706 0.3783 -4.3892
C -12.6943 1.2114 -3.1072
N -14.1016 1.5491 -2.7413
C -14.4615 1.1007 -1.3323
C -14.5561 -0.4532 -1.1357
C -14.5519 2.9971 -2.9430
C -13.9995 3.6474 -4.3675
H -13.0416 -0.6397 -4.1092
H -11.8329 0.4931 -4.9329
H -13.4281 0.6067 -5.2280
H -12.1620 0.7439 -2.2789
H -12.1741 2.1692 -3.1214
H -13.7626 1.5823 -0.6484
H -15.4553 1.5053 -1.1409
H -13.5321 -0.7716 -0.9403
H -15.2068 -0.6600 -0.2861
H -14.9592 -0.9384 -2.0246
H -14.0686 3.6792 -2.2435
H -15.6328 3.0650 -2.8203
H -14.6181 3.2470 -5.1706
H -12.9385 3.5752 -4.6068
H -14.1503 4.7236 -4.4524
C -16.8249 -0.1551 -9.3505
C -16.1836 -1.4751 -8.8953
N -15.3595 -1.3283 -7.6696
C -15.0608 -2.7814 -7.1940
C -16.2952 -3.3224 -6.3584
C -14.0694 -0.7707 -8.0564
C -13.2684 -0.2634 -6.8195
H -17.4728 -0.1479 -10.2270
H -16.0809 0.6312 -9.4785
H -17.5689 0.2461 -8.6624
H -17.0279 -2.1610 -8.8249
H -15.6516 -1.7953 -9.7911
H -15.0175 -3.3975 -8.0921
H -14.1361 -2.8325 -6.6192
H -16.1030 -4.1996 -5.7406
H -16.5609 -2.5675 -5.6184
H -17.1210 -3.5028 -7.0465
H -14.2275 0.0061 -8.8044
H -13.6064 -1.6428 -8.5183
H -13.5808 -0.7594 -5.9006
H -13.6511 0.7564 -6.7798
H -12.1883 -0.1212 -6.8544
C -15.7110 -2.4425 -2.9928
C -15.2451 -3.4727 -3.9553
O -15.9316 -3.7891 -4.9536
C -13.8098 -4.0434 -3.8246
H -15.6976 -2.8325 -1.9751
H -16.7823 -2.2417 -3.0084
H -15.2638 -1.4488 -2.9662
H -13.3842 -4.1147 -4.8256
H -13.7879 -5.0821 -3.4951
H -13.0579 -3.6682 -3.1304

---

# 2
83
Properties=species:S:1:pos:R:3 method="wB97M-V/def2-TZVPD" orbital_gap_ev=7.914 e_above_lowest_ev=0.974 lumo_energy_ev=0.10 largest_force_ev_per_a=0.99 energy_ev=-185418.4932
Pt -0.9364 -0.2768 0.0054
N -4.0439 2.2175 0.9218
C -3.2319 1.2234 0.5449
O -2.1343 1.4967 0.0225
C -3.6254 -0.2066 0.7835
C -2.7607 -1.0771 -0.1271
H -3.7626 3.1701 0.7529
H -4.9611 2.0279 1.2821
H -4.7021 -0.3363 0.6266
H -3.4201 -0.4453 1.8314
H -3.0746 -0.9647 -1.1690
H -2.7868 -2.1254 0.1578
C 2.6445 2.3565 -0.4415
C 3.0854 1.2273 -1.3685
As 2.9653 -0.5498 -0.5162
C 4.7437 -0.6789 0.2837
C 5.0464 0.1802 1.3389
C 6.2588 0.0873 2.0054
C 7.1803 -0.8844 1.6411
C 6.8766 -1.7626 0.6118
C 5.6659 -1.6621 -0.0622
C 3.2475 -1.6052 -2.1351
C 2.3652 -2.6307 -2.4414
C 2.5260 -3.3709 -3.6094
C 3.5665 -3.0885 -4.4793
C 4.4544 -2.0603 -4.1802
C 4.2936 -1.3254 -3.0160
As 0.8589 2.1137 0.4157
C 1.3809 1.9862 2.3212
C 0.7087 1.2164 3.2530
C 1.1709 1.0971 4.5647
C 2.2651 1.8200 4.9911
C 2.8952 2.6843 4.1016
C 2.4522 2.7570 2.7958
C 0.3272 3.9923 0.4438
C 0.2997 4.6964 -0.7579
C -0.1613 6.0040 -0.8021
C -0.6177 6.6194 0.3552
C -0.6091 5.9202 1.5533
C -0.1410 4.6133 1.5975
H 2.5596 3.2883 -1.0045
H 3.3972 2.5242 0.3238
H 4.0978 1.4133 -1.7297
H 2.4273 1.1674 -2.2384
H 4.3201 0.9147 1.6681
H 6.4757 0.7653 2.8218
H 8.1241 -0.9645 2.1653
H 7.5836 -2.5333 0.3303
H 5.4432 -2.3594 -0.8602
H 1.5448 -2.8639 -1.7709
H 1.8298 -4.1700 -3.8328
H 3.6893 -3.6650 -5.3877
H 5.2727 -1.8334 -4.8523
H 4.9997 -0.5362 -2.7837
H -1.1770 1.1278 2.9886
H 0.6394 0.4265 5.2265
H 2.6096 1.7276 6.0128
H 3.7329 3.2911 4.4197
H 2.9505 3.4415 2.1224
H 0.6342 4.2225 -1.6743
H -0.1676 6.5411 -1.7420
H -0.9760 7.6402 0.3231
H -0.9583 6.3958 2.4614
H -0.1194 4.0858 2.5438
O -0.4252 0.5292 2.8996
C 2.9768 -7.7011 -0.4619
C 2.1852 -6.5153 0.0189
C 0.8503 -6.3504 -0.3423
C 0.1179 -5.2639 0.1089
C 0.7267 -4.3270 0.9285
C 2.0517 -4.4737 1.3073
C 2.7718 -5.5662 0.8508
S -0.1624 -2.8826 1.4329
O 0.6151 -2.2286 2.4521
O -1.5130 -3.2626 1.7658
O -0.1240 -2.1211 0.1113
H 2.4600 -8.2209 -1.2678
H 3.1368 -8.4156 0.3481
H 3.9579 -7.3951 -0.8269
H 0.3790 -7.0835 -0.9864
H -0.9201 -5.1377 -0.1701
H 2.5032 -3.7301 1.9509
H 3.8101 -5.6801 1.1412

---

# 3
59
Properties=species:S:1:pos:R:3 method="wB97M-V/def2-TZVPD" multiplicity=2 orbital_gap_ev="3.448 / 2.723" total_charge=+3 lumo_energy_ev="-12.73 / -13.45" largest_force_ev_per_a=7.06 energy_ev=-53896.1212
Pb -2.3869 -3.6356 -3.3343
Ag -0.2170 -4.5142 -0.6667
C -0.5464 -1.1835 -1.1648
O -0.9547 -2.4910 -1.4919
H -1.4092 -0.5197 -1.1083
H -0.1920 -1.3178 -0.1428
H 0.1902 -0.6265 -1.7439
C -5.2828 -0.3133 -1.8098
C -4.3350 0.8818 -1.5523
C -3.6682 1.3808 -2.7625
O -3.8586 2.7955 -2.7205
C -4.6638 3.1208 -1.7709
O -5.0914 4.2475 -1.5385
O -5.1724 2.0331 -1.2566
H -5.9070 -0.6064 -0.9657
H -4.7036 -1.1420 -2.2173
H -5.9873 0.0505 -2.5577
H -3.6251 0.6456 -0.7596
H -4.1032 1.0179 -3.6937
H -2.6163 1.1077 -2.6789
C 0.7509 1.0864 -4.8291
C 1.7838 1.9186 -4.0366
C 1.4487 2.4265 -2.5955
O 2.5045 2.0240 -1.7401
C 3.1933 1.1820 -2.4289
O 4.1816 0.5365 -2.0312
O 2.8356 1.1048 -3.6951
H -0.1531 1.6941 -4.8674
H 0.5225 0.1445 -4.3303
H 1.1782 0.9118 -5.8165
H 2.0927 2.8094 -4.5836
H 0.5165 1.9151 -2.3554
H 1.2163 3.4886 -2.6733
C 0.3587 -3.7495 5.8018
C 0.0312 -2.6720 4.7365
C 1.3465 -2.1212 4.1423
O 1.3837 -2.6123 2.8750
C 0.2902 -3.2178 2.5151
O 0.0188 -3.6587 1.3989
O -0.4907 -3.3186 3.5975
H 1.1860 -4.4118 5.5465
H -0.6109 -4.2414 5.8782
H 0.6160 -3.2101 6.7134
H -0.6985 -1.9201 5.0369
H 2.2094 -2.5447 4.6561
H 1.5516 -1.0587 4.2734
C 1.4430 0.3470 1.5714
C 2.8741 0.8599 1.4280
C 2.9306 2.3462 1.4749
O 3.6411 2.6462 2.6299
C 4.0281 1.5288 3.2611
O 4.7458 1.5116 4.3018
O 3.5776 0.4899 2.5985
H 0.8992 0.8249 0.7565
H 0.9748 0.6785 2.4982
H 1.5485 -0.7326 1.4642
H 3.3703 0.4889 0.5312
H 1.9123 2.7034 1.6288
H 3.3218 2.8712 0.6035

---

# 4
104
Properties=species:S:1:pos:R:3 method="wB97M-V/def2-TZVPD" orbital_gap_ev=3.862 e_above_lowest_ev=0.000 total_charge=-2 lumo_energy_ev=4.24 largest_force_ev_per_a=0.54 energy_ev=-105587.5692
Ca -0.0241 0.1382 0.3356
C 2.6965 1.0256 -3.3111
C 1.6895 0.4254 -2.3753
N 1.1516 1.1916 -1.3165
N 1.4152 2.5305 -1.3692
C 1.4379 3.2983 -0.3054
N 1.7122 4.6654 -0.5742
S 1.1381 2.7547 1.2714
C 1.3062 -0.8841 -2.4153
C 1.8086 -1.8662 -3.3672
C 1.3508 -3.1367 -3.3741
C 0.3580 -3.5477 -2.4244
C -0.0243 -2.6071 -1.5036
N 0.3908 -1.3383 -1.4262
H 2.4042 2.0087 -3.6904
H 2.8318 0.4022 -4.1937
H 3.6841 1.1538 -2.8409
H 1.4419 2.9987 -2.2708
H 2.6600 4.7832 -0.9162
H 1.6145 5.1792 0.2907
H 2.5727 -1.5755 -4.0772
H 1.7500 -3.8471 -4.0925
H -0.0126 -4.5622 -2.3715
H -0.7414 -2.8944 -0.7324
C -3.5658 -0.9460 4.6971
C -2.7510 -0.1393 3.6773
C -2.2013 1.1675 4.2538
P -1.3989 -0.9624 2.7125
C -2.0756 -2.6064 2.1728
C -3.3726 -2.4253 1.3859
C -2.1958 -3.6944 3.2356
C -0.0256 -1.3947 3.8095
C -0.0395 -1.4194 5.1973
C 1.0600 -1.8011 5.9600
C 1.0199 -1.7939 7.4645
C 2.2011 -2.1891 5.2564
C 2.2658 -2.1599 3.8800
C 1.1677 -1.7209 3.0855
N 1.1902 -1.5810 1.7448
C 2.2701 -2.1870 1.0618
C 2.2548 -3.5664 0.7991
C 1.1519 -4.4305 1.3405
C 3.2542 -4.1391 0.0204
C 4.2909 -3.3878 -0.5104
C 5.3202 -4.0027 -1.4212
C 4.3277 -2.0352 -0.2005
C 3.3528 -1.4295 0.5816
C 3.4620 0.0323 0.8995
H -4.1024 -0.2712 5.3724
H -2.9621 -1.6138 5.3080
H -4.3122 -1.5639 4.1952
H -3.4335 0.1443 2.8667
H -1.4581 0.9871 5.0332
H -3.0125 1.7602 4.6866
H -1.7275 1.7656 3.4724
H -1.2985 -2.9216 1.4685
H -4.2052 -2.1759 2.0500
H -3.6326 -3.3514 0.8647
H -3.2987 -1.6271 0.6443
H -3.0546 -3.5238 3.8883
H -1.2998 -3.7475 3.8561
H -2.3340 -4.6701 2.7580
H -0.9414 -1.1287 5.7217
H 0.0156 -1.5573 7.8229
H 1.6996 -1.0515 7.8960
H 1.2963 -2.7648 7.8883
H 3.0806 -2.5125 5.8095
H 3.1834 -2.4484 3.3817
H 0.1777 -4.0061 1.1003
H 1.2023 -4.5101 2.4305
H 1.2057 -5.4338 0.9135
H 3.1941 -5.2010 -0.2041
H 5.1983 -5.0862 -1.4744
H 6.3390 -3.7958 -1.0815
H 5.2267 -3.6098 -2.4369
H 5.1376 -1.4201 -0.5855
H 4.5059 0.3562 0.8740
H 3.0510 0.2620 1.8828
H 2.9078 0.6380 0.1778
Te -2.8288 1.5978 0.1237
C 0.3024 4.7402 -4.0719
C -0.4546 5.1659 -2.9864
C -1.4335 4.3361 -2.4606
C -1.6753 3.0654 -2.9878
C -0.8901 2.6458 -4.0617
C 0.0800 3.4785 -4.6072
Si -3.0669 2.0151 -2.2494
C -3.2295 0.4898 -3.3432
C -4.2981 0.3373 -4.2266
C -4.3977 -0.7793 -5.0485
C -3.4162 -1.7600 -5.0069
C -2.3387 -1.6226 -4.1399
C -2.2542 -0.5104 -3.3134
H 1.0709 5.3826 -4.4879
H -0.2705 6.1346 -2.5378
H -2.0025 4.6703 -1.5990
H -1.0278 1.6574 -4.4833
H 0.6772 3.1273 -5.4406
H -4.2964 2.8230 -2.5260
H -5.0679 1.1011 -4.2708
H -5.2422 -0.8807 -5.7220
H -3.4907 -2.6322 -5.6469
H -1.5558 -2.3705 -4.0921
H -1.4055 -0.4282 -2.6400